Record 1
# C20H10N5RuS6Se

C20H10N5RuS6Se as an isolated structure in a non-equilibrium geometry (ωB97M-V/def2-TZVPD, the Open Molecules 2025 dataset).

Computed properties:
- lowest unoccupied orbital energy (spin up / spin down) (Ha) = -0.0584 / -0.0742
- gap between HOMO and LUMO (spin up / spin down) (eV) = 5.72 / 5.25
- ⟨S²⟩ = 0.769
- 2S+1 = 2
- HOMO energy (spin up / spin down) (eV) = -7.3 / -7.3
- energy above the lowest of the compared OMol25 structures with the same formula, charge and spin (kJ/mol) = 159.2
- E_tot (a.u.) = -5927.43071

CARTESIAN COORDINATES (ANGSTROEM)
Ru: -0.0962 -0.1986 -0.0053
S: 6.0463 1.1385 -4.1705
N: 5.1872 2.0978 -3.1752
C: 4.1887 1.3925 -2.6682
C: 3.2033 1.8703 -1.7516
C: 3.1497 3.1635 -1.2554
C: 2.1314 3.5031 -0.3697
C: 1.1986 2.5399 -0.0046
N: 1.2245 1.2968 -0.4584
C: 2.2137 0.9310 -1.3339
C: 2.2030 -0.3964 -1.7954
N: 1.2082 -1.2179 -1.3314
C: 1.1610 -2.4727 -1.7486
C: 2.0775 -3.0119 -2.6433
C: 3.1005 -2.2075 -3.1315
C: 3.1786 -0.8873 -2.7144
C: 4.1750 0.0403 -3.1406
N: 5.1632 -0.2153 -3.9835
H: 3.8956 3.8807 -1.5623
H: 2.0569 4.4992 0.0356
H: 0.3970 2.7862 0.6853
H: 0.3575 -3.0928 -1.3583
H: 1.9806 -4.0429 -2.9429
H: 3.8322 -2.5881 -3.8264
S: -5.2088 2.0474 4.5958
C: -3.9733 1.7095 3.5654
S: -4.1009 1.9088 1.8382
C: -2.4851 1.3525 1.4459
C: -1.6867 0.9927 2.5102
S: -0.0749 0.4328 2.4217
S: -2.4066 1.1508 4.1022
S: -2.0468 1.3257 -0.2053
Se: -1.3896 -2.1298 0.3450
C: -2.8774 -1.8655 1.5421
C: -2.7306 -2.0836 2.9054
C: -3.8569 -1.9633 3.7070
N: -5.0470 -1.6587 3.2288
C: -5.1871 -1.4505 1.9339
C: -4.1293 -1.5359 1.0394
H: -1.7692 -2.3397 3.3257
H: -3.8014 -2.1295 4.7746
H: -6.1867 -1.2137 1.5914
H: -4.2757 -1.3582 -0.0167

***

Record 2
# CH4BrNO

A 3-piece molecular cluster, CH4BrNO overall in a non-equilibrium geometry (ωB97M-V/def2-TZVPD, the Open Molecules 2025 dataset).

Computed properties:
- lowest unoccupied orbital energy (spin up / spin down) (Ha) = 0.0025 / -0.0092
- gap between HOMO and LUMO (spin up / spin down) (eV) = 8.67 / 7.90
- HOMO energy (spin up / spin down) (eV) = -8.6 / -8.2
- energy above the lowest of the compared OMol25 structures with the same formula, charge and spin (kJ/mol) = 431.5
- E_tot (a.u.) = -2744.26486

CARTESIAN COORDINATES (ANGSTROEM)
C: 0.6339 -1.2105 -0.1191
N: -1.0618 0.1610 0.2031
O: -0.5846 -0.9527 -0.2892
Br: -2.7642 0.4217 -0.1690
H: 0.8383 -2.0619 -0.6054
H: 0.8090 1.5897 0.2146
H: 1.3166 -0.3201 0.2180
H: 0.8127 2.3728 0.5472

***

Record 3
# C3H5N3O

One molecule with the formula C3H5N3O (ωB97M-V/def2-TZVPD, the Open Molecules 2025 dataset).

Computed properties:
- lowest unoccupied orbital energy (Ha) = -0.0183
- gap between HOMO and LUMO (eV) = 8.82
- HOMO energy (eV) = -9.3
- energy above the lowest of the compared OMol25 structures with the same formula, charge and spin (kJ/mol) = 293.0
- structure (SMILES) = [H]/N=C(C)/N=N\C=O
- E_tot (a.u.) = -356.74579

CARTESIAN COORDINATES (ANGSTROEM)
C: 1.8965 -0.0403 -0.0877
C: 0.4397 0.0871 0.2336
N: -0.1760 -1.1802 0.6248
N: -1.3897 -1.2956 0.4558
C: -2.2323 -0.3195 -0.1883
O: -2.4027 -0.3034 -1.3788
N: -0.2907 1.1155 0.2739
H: 2.0101 -0.3729 -1.1256
H: 2.3617 -0.7899 0.5577
H: 2.4082 0.9174 0.0360
H: -2.8414 0.2159 0.5590
H: 0.2166 1.9661 0.0396

***

Q: Which of these has the lowest E_tot?
A: C20H10N5RuS6Se

***

Q: What is the E_tot in the second record?
A: -2744.26486 a.u.

***

Q: Which value of E_tot does entry 1 give?
A: -5927.43071 a.u.